#one
2 unconnected molecules or ions with the total composition C4H14N3, computed with ωB97M-V with the def2-TZVPD basis set.

The geometry in XYZ format:
```
21
Properties=species:S:1:pos:R:3:nbo_charge:R:1
C 0.85657 -0.52807 -0.90481 -0.754
C -0.99579 -1.75064 0.22468 -0.670
C -0.78360 1.88401 -0.74050 -0.439
C -0.52410 -0.47918 -0.35137 0.485
N 2.99495 -0.02824 0.82782 -1.083
N -1.14497 0.63272 -0.08011 -0.163
N -2.48307 0.41817 0.78246 -0.662
H 1.64230 -0.44565 -0.17815 0.339
H 0.93607 0.12348 -1.80850 0.241
H 1.12757 -1.52578 -1.17804 0.249
H -0.98950 -1.63854 1.38260 0.285
H -2.08625 -1.77639 -0.16052 0.251
H -0.33974 -2.52119 -0.00321 0.243
H -0.77382 2.72024 -0.09317 0.236
H 0.28037 1.78576 -1.14976 0.251
H -1.56004 2.11859 -1.55297 0.239
H 2.67521 -0.63902 1.60521 0.375
H 3.16958 0.75889 1.38329 0.377
H -3.22758 -0.04539 0.27867 0.394
H -2.69332 1.23060 1.35217 0.405
H 3.91915 -0.29435 0.36422 0.400
```

Its net charge is +1. The calculation puts the orbital gap at 0.369 Eh. For the LUMO energy, the calculation gives -3.58 eV.

#two
2 unconnected molecules or ions with the total composition C4H14N3, computed with ωB97M-V with the def2-TZVPD basis set.

The geometry in XYZ format:
```
21
Properties=species:S:1:pos:R:3:nbo_charge:R:1
C 0.53960 -2.63618 1.06889 -0.590
C 1.61534 -2.32007 2.07042 -0.631
H 0.37316 -3.66611 0.75841 0.231
H -0.56592 -2.40969 1.36798 0.183
H 0.57212 -2.03754 0.16981 0.159
H 2.08069 -1.36823 1.84374 0.202
H 1.12923 -2.19868 3.05099 0.225
H 2.49099 -3.00813 2.02333 0.234
C -1.57958 -0.15085 0.26312 -0.469
C -0.20621 1.43798 -0.96605 0.698
N -0.75307 0.13222 -0.88559 -0.552
N -0.73122 2.43638 -0.19509 -0.798
N 0.95873 1.60454 -1.82547 -0.815
H -0.18899 -0.60281 -1.32446 0.432
H -1.39489 2.29868 0.72188 0.471
H -0.24694 3.38118 -0.09209 0.450
H 1.59209 0.91128 -2.11527 0.430
H 1.10626 2.51541 -2.31670 0.430
H -1.38173 -1.26334 0.45362 0.257
H -2.78702 -0.22316 0.00690 0.246
H -1.31505 0.47386 1.17658 0.209
```

Its net charge is +1. The calculation puts the orbital gap at 0.397 Eh. For the LUMO energy, the calculation gives -3.53 eV.

#three
2 unconnected molecules or ions with the total composition C4H14N3, computed with ωB97M-V with the def2-TZVPD basis set.

The geometry in XYZ format:
```
21
Properties=species:S:1:pos:R:3:nbo_charge:R:1
C 0.33404 -3.05342 0.47012 -0.614
C 1.18618 -1.91216 1.08388 -0.611
H -0.12552 -2.86440 -0.49726 0.193
H 1.00036 -3.87617 0.23734 0.224
H -0.51462 -3.18869 1.13249 0.213
H 0.53078 -1.22357 1.61274 0.172
H 1.82177 -1.34351 0.40595 0.197
H 1.80413 -2.47080 1.77985 0.228
C -1.79990 0.78287 0.34408 -0.462
C -0.00810 1.76592 -0.89534 0.685
N -1.16390 1.10432 -0.91777 -0.545
N 0.63337 1.87807 0.27103 -0.753
N 0.48836 2.41191 -1.95393 -0.775
H -1.54580 0.81669 -1.80403 0.432
H 0.44326 1.36403 1.11326 0.441
H 1.42015 2.43206 0.30127 0.408
H 0.40907 2.28026 -2.94771 0.446
H 1.19519 3.08078 -1.72136 0.410
H -2.84591 0.51121 0.25411 0.255
H -1.87272 1.65244 0.99089 0.233
H -1.39019 -0.14782 0.74038 0.224
```

Its net charge is +1. The calculation puts the orbital gap at 0.423 Eh. For the LUMO energy, the calculation gives -3.03 eV.

The structure shown above that is most stable: #three.